[1]
DFT (wB97M-V/def2-TZVPD) results for a structure of composition C35H49BBr26FN2O4 at a distorted geometry.

As for the HOMO energy: -10.999 eV.

```
! wB97M-V def2-TZVPD RIJCOSX def2/J DEFGRID3
* xyz 1 1
C -1.600 -5.264 -8.207
C 7.383 -2.505 -2.529
H 8.152 -3.081 -3.045
H -6.156 1.250 3.692
Br 7.890 -2.429 -0.658
Br 1.626 0.389 3.301
C -5.097 -0.404 -0.515
Br -3.188 -4.312 -7.626
H -6.037 0.243 -0.267
H 1.900 -0.650 0.619
C 5.401 1.223 2.022
H 5.614 -0.348 3.678
C 2.908 -5.757 8.049
H -0.868 -2.641 0.042
C 6.417 5.907 -0.356
H 0.520 8.787 0.340
H -6.655 -0.915 3.001
F -4.616 0.065 -1.794
Br 3.125 3.877 -6.827
C -0.753 -2.085 1.051
Br 0.299 7.958 -1.996
C 5.736 0.792 3.544
H 3.899 -0.701 -1.660
H 5.115 -1.525 0.163
O -0.272 -1.306 4.385
C -1.322 5.009 1.924
C -7.406 -0.157 -4.824
H -5.339 -2.558 0.385
H -1.345 5.417 3.016
C 1.186 8.854 -0.520
H -0.490 5.999 -1.183
H -2.251 2.986 2.660
C -2.994 -1.262 0.983
C -1.818 2.894 0.354
H 1.376 -0.790 -1.149
H 6.806 1.137 3.846
Br -6.735 -1.870 -5.445
H -8.241 0.112 -5.471
H -4.413 1.841 3.162
C 3.857 4.352 -5.094
H -1.209 3.564 -1.831
H -0.484 -5.201 -4.260
C -1.843 3.570 1.755
H -1.546 0.986 2.516
H -1.902 -4.036 1.566
Br 3.813 -7.392 8.573
H -1.917 -5.981 -8.965
Br -8.103 -0.272 -3.019
H -2.967 -2.082 0.154
H 0.376 -1.996 1.229
H 4.263 1.383 1.951
C -0.298 -4.733 5.428
H -3.877 -2.734 -1.776
H -5.865 2.146 2.062
N -1.536 -0.806 1.165
C -1.198 -3.274 2.100
Br 6.116 6.155 -2.257
H 1.091 -3.674 2.370
C -0.155 -0.459 3.426
O -3.559 1.258 0.705
Br -1.409 -0.613 -1.801
H 6.219 6.865 0.126
N -0.807 5.957 0.974
C -5.028 -2.765 -1.837
C -1.274 3.890 -0.728
Br -0.800 -6.285 -6.762
Br 7.350 -0.744 -3.340
H -6.778 -1.940 -0.587
H -3.409 -1.821 1.912
Br -2.925 -5.595 -3.983
H 4.848 4.771 -5.271
C 1.477 -0.063 -0.271
B -5.121 -0.056 2.033
Br 1.554 -6.081 6.694
Br -0.739 -4.551 -1.870
H -5.382 -3.854 -1.726
H 0.476 1.527 0.941
H -2.699 1.584 -1.153
H 2.392 -5.382 8.933
Br -0.316 -4.078 -9.050
H 4.956 1.323 4.221
C -1.258 -4.635 -3.740
C 4.093 0.168 -0.910
C -1.462 -0.179 2.548
C 0.201 0.865 0.042
H 5.881 2.248 1.740
Br 2.805 5.725 -4.216
H -0.518 -4.806 6.548
H 2.402 1.597 -1.622
H 2.838 1.654 0.206
H -2.363 -0.482 3.225
H 0.060 -5.164 2.014
C -1.252 0.205 0.057
C -0.054 -4.567 4.153
C 2.686 0.964 -0.704
H -5.446 -2.242 -2.786
O 5.822 0.264 1.014
H 3.931 -0.648 1.286
C -2.337 1.416 -0.053
C -5.612 -1.938 -0.556
Br -6.077 1.246 -5.001
C -0.847 5.309 -0.310
C 0.078 -4.161 2.601
Br -1.316 -2.875 -4.556
C -4.071 -0.093 0.735
O -5.836 -1.211 2.514
Br 8.264 5.450 0.028
C -5.423 1.372 2.814
H 0.209 1.588 -0.878
Br 5.181 4.619 0.408
H -1.793 -2.881 2.999
C 4.696 -0.466 0.448
Br 4.163 -4.382 7.499
Br 4.091 2.797 -3.957
Br 1.459 10.741 -0.881
Br 5.703 -3.446 -2.784
H 4.861 0.936 -1.295
Br 2.840 7.967 -0.028
*
```

=====

[2]
DFT (wB97M-V/def2-TZVPD) results for a structure of composition C35H49Cl2N3OP4Tc at a distorted geometry.

As for the HOMO energy (alpha / beta): -12.700 / -12.614 eV. Its expectation value of S² is 3.790.

```
! wB97M-V def2-TZVPD RIJCOSX def2/J DEFGRID3
* xyz 2 4
C -2.980 -2.013 3.639
H -6.634 -0.732 4.016
C -4.532 2.173 -0.200
H 3.578 4.161 1.893
C 1.832 3.013 -4.152
H -1.734 -2.792 -1.253
H 3.378 -2.186 1.978
H 0.406 3.945 -0.529
H -1.321 3.135 -4.963
H -1.926 2.432 -3.435
H 1.865 3.858 -3.449
C -0.622 0.983 -1.316
C 1.170 4.304 0.173
N 5.844 -1.580 -1.115
C -3.777 -0.128 0.051
H -5.320 -0.117 2.016
H 5.678 1.060 1.020
C -3.595 1.254 0.263
H 2.309 4.564 3.107
H -1.327 1.830 -1.210
N 5.013 -2.865 0.810
H -4.748 -5.851 -1.740
H 0.111 2.427 3.339
H -0.052 4.166 2.900
P 1.484 3.028 1.438
C -5.610 -1.101 3.912
H 2.973 -2.695 0.310
C 0.011 3.140 2.511
H 4.973 0.261 -1.694
H -0.948 3.931 -3.410
H -0.893 2.907 1.934
H 2.753 2.423 -4.051
H -0.211 -0.244 -4.281
O -1.262 -0.110 -2.029
C -4.851 -0.548 -0.753
H -0.278 0.801 -5.751
C 0.593 1.392 -2.099
H -1.944 -2.335 3.539
H 1.743 3.392 -5.181
H -3.246 -2.902 5.584
H -2.695 -4.686 -2.555
H -6.661 0.025 -1.778
H -2.157 -0.262 -1.668
H -4.745 -3.376 1.786
C 6.068 -2.249 1.642
C -5.802 0.376 -1.200
N 6.434 -0.898 1.169
C -3.589 -1.308 2.579
C -4.857 -4.686 0.079
P -2.644 -1.257 0.990
C -4.301 -5.045 -1.151
H 3.162 2.989 3.177
C -4.315 -3.621 0.812
C -3.712 -2.321 4.786
H 7.764 -1.640 -0.272
C 0.298 0.549 -4.849
P 0.405 1.996 -3.797
C -0.143 0.568 0.031
H 6.350 -3.563 -0.653
C 5.463 -2.914 -0.599
H -2.720 1.596 0.821
C 5.363 0.067 1.362
H -4.966 -1.603 -1.014
H -4.383 3.236 -0.005
H 2.099 4.495 -0.378
C -3.251 -2.867 0.288
C -5.660 1.733 -0.902
C 6.879 -0.984 -0.237
H 7.130 0.021 -0.602
H 5.721 -2.185 2.683
C 3.722 -2.191 0.936
H -5.629 -2.182 5.785
C -0.004 -0.190 1.036
C 2.767 3.764 2.512
P 3.833 -0.430 0.358
H 6.968 -2.883 1.574
C -1.093 2.965 -3.905
H 0.817 5.220 0.665
C -4.872 -0.773 2.768
H -6.421 2.449 -1.219
C 4.678 -0.713 -1.280
Cl 2.325 0.400 2.901
C -3.163 -4.376 -1.619
Tc 1.933 0.905 0.539
H 5.060 0.121 2.416
H 3.948 -1.186 -1.954
Cl 3.945 2.467 -0.185
H -0.318 -0.805 1.870
C -2.630 -3.305 -0.899
H 1.309 0.222 -5.130
H 2.698 1.235 -2.166
H -5.720 -5.228 0.477
C 1.802 1.159 -1.535
H 4.649 -3.314 -1.219
C -5.040 -1.899 4.909
*
```